{"formula": "C25H47Br2NO3Si2Zn", "method": "ωB97M-V with the def2-TZVPD basis set", "species": ["O", "O", "C", "C", "H", "H", "H", "H", "H", "C", "C", "H", "H", "H", "H", "H", "C", "C", "C", "H", "H", "H", "H", "H", "C", "H", "H", "H", "H", "H", "H", "Zn", "C", "Si", "H", "H", "C", "C", "C", "C", "Si", "H", "H", "C", "C", "C", "H", "H", "H", "H", "H", "H", "H", "H", "H", "H", "H", "H", "H", "H", "H", "H", "H", "H", "Br", "C", "C", "C", "Br", "C", "C", "C", "C", "N", "C", "C", "O", "H", "H", "H", "H"], "xyz": [[-1.828, -2.686, -1.254], [-3.217, -1.807, -2.902], [-0.441, -3.119, -1.455], [0.311, -3.352, -0.172], [0.026, -2.337, -2.062], [-0.500, -4.031, -2.063], [0.362, -2.452, 0.454], [1.345, -3.619, -0.411], [-0.107, -4.184, 0.405], [-2.485, -2.717, 0.072], [-3.845, -3.345, -0.086], [-2.533, -1.666, 0.399], [-1.836, -3.277, 0.749], [-4.507, -2.700, -0.671], [-4.295, -3.481, 0.901], [-3.762, -4.329, -0.563], [-3.442, -0.386, -2.570], [-2.651, -2.069, -4.236], [-4.506, -0.293, -1.510], [-3.743, 0.113, -3.496], [-2.487, 0.055, -2.237], [-5.346, -0.972, -1.713], [-4.911, 0.724, -1.487], [-4.101, -0.504, -0.516], [-3.225, -3.350, -4.776], [-1.561, -2.137, -4.128], [-2.896, -1.209, -4.868], [-2.982, -4.200, -4.132], [-2.813, -3.547, -5.770], [-4.314, -3.276, -4.863], [-2.542, -2.315, -2.116], [1.524, 1.266, 0.648], [0.420, 1.532, -0.855], [1.142, 1.741, -2.572], [-0.219, 2.419, -0.647], [-0.295, 0.685, -0.844], [1.946, 0.211, -3.300], [2.416, 3.122, -2.679], [-0.307, 2.231, -3.674], [3.352, 2.024, 0.615], [4.240, 1.634, 2.196], [3.301, 3.115, 0.433], [3.829, 1.587, -0.281], [5.919, 2.488, 2.241], [4.519, -0.215, 2.362], [3.236, 2.220, 3.678], [-0.007, 2.980, -4.413], [-1.109, 2.663, -3.061], [-0.712, 1.364, -4.211], [2.892, -0.038, -2.797], [2.177, 0.384, -4.363], [1.292, -0.671, -3.246], [3.442, 2.728, -2.730], [2.354, 3.816, -1.827], [2.222, 3.685, -3.604], [4.980, -0.618, 1.450], [3.580, -0.761, 2.536], [5.200, -0.408, 3.203], [2.726, 1.387, 4.183], [2.472, 2.956, 3.391], [3.908, 2.695, 4.409], [6.438, 2.264, 3.183], [5.810, 3.578, 2.157], [6.551, 2.146, 1.410], [1.413, -2.879, 3.713], [0.444, -1.274, 3.941], [-0.315, -1.011, 5.077], [-1.037, 0.173, 5.221], [-2.000, 0.477, 6.844], [-1.044, 1.169, 4.204], [-1.770, 2.380, 4.232], [-1.602, 3.302, 3.219], [-0.683, 3.041, 2.186], [0.027, 1.912, 2.147], [-0.203, 0.944, 3.070], [0.539, -0.301, 2.897], [1.283, -0.466, 1.858], [-0.339, -1.762, 5.860], [-2.454, 2.562, 5.056], [-2.144, 4.240, 3.184], [-0.522, 3.750, 1.371]], "forces_ev_per_a": [[0.1, -0.4, 1.2], [-0.6, 0.6, -1.1], [0.1, -0.2, -0.4], [0.1, 0.0, 0.2], [-0.1, 0.0, 0.2], [0.0, 0.1, 0.2], [0.0, -0.1, -0.1], [-0.1, 0.0, -0.1], [0.2, 0.1, -0.1], [0.5, 0.3, -0.2], [-0.1, -0.1, 0.0], [0.1, -0.4, 0.1], [-0.3, 0.2, -0.2], [0.1, -0.3, 0.1], [0.0, 0.0, -0.1], [-0.1, 0.2, 0.1], [0.4, 0.1, -0.1], [0.2, 0.2, 0.1], [-0.3, 0.1, 0.3], [0.0, -0.2, 0.1], [-0.3, -0.2, -0.1], [0.3, 0.2, 0.0], [0.2, -0.1, 0.0], [-0.2, 0.0, -0.2], [-0.3, -0.2, 0.0], [-0.2, 0.2, 0.0], [0.1, -0.2, 0.2], [0.0, 0.1, -0.1], [0.0, 0.0, 0.1], [0.2, 0.0, 0.0], [0.3, 0.2, 0.2], [0.8, -0.1, 1.3], [-1.5, -0.2, -2.1], [-0.5, 0.3, 1.1], [0.3, -0.2, -0.2], [-0.1, 0.0, -0.3], [0.2, -0.4, -0.2], [0.1, 0.2, -0.1], [-0.1, 0.1, -0.4], [0.7, 0.1, 0.4], [-0.2, 0.1, -0.9], [-0.1, -0.3, 0.1], [0.0, 0.1, 0.3], [0.2, 0.0, 0.3], [0.1, -0.2, 0.1], [0.0, 0.2, 0.3], [-0.1, -0.1, -0.1], [0.2, -0.1, -0.1], [0.0, 0.1, 0.0], [-0.3, 0.1, -0.1], [0.0, 0.0, 0.2], [0.1, 0.1, 0.0], [-0.3, 0.1, 0.1], [0.0, -0.2, -0.3], [0.2, 0.0, 0.2], [0.0, 0.0, 0.2], [0.3, 0.2, -0.1], [-0.1, -0.1, -0.1], [0.1, 0.2, -0.1], [0.2, -0.1, 0.0], [-0.2, -0.1, 0.0], [0.1, 0.1, -0.2], [0.0, -0.2, 0.0], [-0.1, 0.1, 0.1], [-0.1, 0.0, 0.1], [-0.3, 1.4, -1.1], [-0.5, 0.5, 0.3], [0.2, -0.5, -0.2], [0.1, -0.1, -0.2], [0.5, -0.5, -0.1], [0.1, 0.3, -0.2], [0.0, -0.3, 0.0], [0.6, -1.0, 0.2], [-0.9, 0.4, 0.1], [0.1, 0.2, 0.7], [0.8, -0.6, -0.2], [-0.7, 0.2, 0.3], [0.0, 0.2, 0.0], [0.1, 0.1, -0.1], [-0.1, -0.1, 0.2], [0.1, -0.1, 0.3]], "gap_ha": 0.224, "lumo_ev": -0.2, "homo_ev": -6.2650, "energy_ha": -8767.56757}